# 1
{"formula": "C36H52BrN3OP2V", "method": "ωB97M-V with the def2-TZVPD basis set", "energy_ha": -5842.4772, "multiplicity": 4, "charge": 2, "e_above_lowest_kcal_mol": 102.08, "orbital_gap_ev": [7.12, 3.11], "symbols": ["N", "C", "C", "C", "C", "C", "C", "V", "P", "C", "C", "C", "C", "C", "C", "C", "Br", "H", "H", "H", "H", "H", "H", "H", "H", "H", "H", "P", "C", "C", "H", "H", "H", "H", "H", "C", "C", "H", "H", "H", "H", "H", "C", "C", "H", "H", "H", "H", "H", "C", "C", "H", "H", "H", "H", "H", "C", "C", "H", "H", "H", "H", "H", "C", "C", "H", "H", "H", "H", "H", "C", "N", "N", "C", "O", "C", "C", "C", "C", "C", "C", "C", "C", "C", "H", "H", "H", "H", "H", "H", "H", "H", "H", "H", "H", "H"], "xyz": [[4.92633, 6.12104, -1.74232], [5.25352, 4.83340, -1.70233], [4.29429, 3.82858, -1.55903], [2.93219, 4.17989, -1.46495], [2.59703, 5.55008, -1.52215], [3.64588, 6.47832, -1.66983], [1.98801, 3.09479, -1.39805], [1.17464, 1.67585, -0.31680], [-4.50821, -0.11700, -0.38775], [0.57947, 3.05581, -1.60424], [-0.05034, 1.86284, -2.20236], [-1.40979, 1.88279, -2.58793], [-1.95013, 0.89752, -3.41244], [-1.19810, -0.22059, -3.83208], [0.10357, -0.35782, -3.26583], [0.68165, 0.66227, -2.47284], [-1.90951, -1.48337, -4.92314], [2.51481, 2.08789, -1.38635], [-0.01322, 3.96474, -1.62029], [4.60444, 2.78812, -1.54402], [1.57546, 5.92289, -1.45975], [6.30326, 4.55104, -1.79887], [3.43989, 7.55210, -1.74877], [-2.01430, 2.73486, -2.25754], [1.71539, 0.55303, -2.07075], [-2.97450, 1.00103, -3.75233], [0.67928, -1.26655, -3.46221], [-0.29720, 2.15085, 1.32504], [-4.82918, -0.99097, -1.98747], [-6.28236, -0.98048, -2.49997], [-4.52350, -2.04392, -1.84591], [-4.14778, -0.53524, -2.72404], [-6.31747, -1.45064, -3.49170], [-6.94621, -1.56342, -1.84639], [-6.69002, 0.03428, -2.60001], [-4.13810, 1.62273, -0.78391], [-5.10958, 2.65796, -0.17471], [-4.14219, 1.69261, -1.88329], [-3.11164, 1.78970, -0.42667], [-4.71050, 3.66669, -0.34814], [-6.10264, 2.60790, -0.64440], [-5.23006, 2.51537, 0.90938], [-3.20534, -1.19314, 0.28612], [-3.84317, -2.49842, 0.78482], [-2.75355, -0.67057, 1.12732], [-2.43817, -1.35400, -0.48103], [-3.27884, -2.90578, 1.62793], [-4.86581, -2.31455, 1.13393], [-3.87618, -3.26150, 0.00252], [-0.55803, 0.46731, 2.00752], [-0.29196, 0.41513, 3.49775], [0.04966, -0.27851, 1.45452], [-1.60769, 0.22759, 1.79304], [0.73012, 0.73406, 3.71902], [-0.99134, 1.05860, 4.04431], [-0.41600, -0.61259, 3.85999], [-1.69527, 3.21765, 1.71239], [-1.65696, 4.59156, 1.04761], [-1.70792, 3.31915, 2.80743], [-2.60288, 2.67546, 1.41623], [-0.81500, 5.19967, 1.40087], [-1.58612, 4.52602, -0.04554], [-2.57323, 5.14144, 1.29070], [1.12569, 2.88453, 2.22924], [2.51410, 2.32657, 1.85911], [0.93021, 2.68557, 3.28736], [1.08261, 3.97621, 2.10759], [2.67764, 2.01420, 0.79625], [3.24853, 3.12422, 2.04998], [2.78984, 1.49979, 2.53503], [2.28046, -6.42459, 0.66227], [1.89766, -5.13327, 0.11513], [2.11360, -3.97149, 0.76415], [1.46046, -2.91769, 0.09902], [1.51263, -1.72601, 0.46350], [0.80551, -3.57515, -1.00420], [1.10415, -4.91318, -0.95462], [0.71745, -6.02665, -1.85121], [3.01836, -3.85682, 1.85020], [4.29501, -4.43853, 1.78659], [5.15056, -4.33871, 2.87894], [4.73720, -3.66028, 4.03440], [3.46554, -3.05567, 4.08912], [2.61998, -3.13194, 2.98201], [1.45299, -7.12644, 0.50279], [2.47927, -6.36053, 1.73676], [3.16811, -6.81694, 0.14892], [0.19007, -3.06947, -1.72623], [1.58940, -6.55122, -2.27297], [0.07918, -6.76629, -1.34386], [0.14428, -5.60918, -2.68741], [4.59844, -4.96425, 0.87613], [6.14810, -4.79639, 2.82635], [5.40830, -3.58703, 4.89132], [3.13953, -2.52561, 4.98582], [1.63622, -2.65930, 2.98219]], "forces_ev_per_angstrom": [[0.3004, 0.2821, -0.1973], [-0.7083, -0.4422, 0.1667], [-0.0560, 0.6614, 0.0655], [0.7927, 0.7636, -0.2145], [0.6826, 0.0310, -0.0477], [-0.4012, -0.6555, 0.1439], [-0.0556, -0.2707, 0.4254], [-0.2250, -1.5817, 1.2217], [0.5253, -1.0015, -2.0297], [-0.4427, -0.2640, -1.5695], [0.3953, 0.1865, -1.2726], [-0.0413, -0.3781, -0.2337], [0.2512, 0.2628, 0.3566], [2.1394, 1.5962, 2.4772], [-0.6991, 0.0020, -0.1761], [-0.9102, 0.1881, 0.1538], [-0.5660, -1.0120, -0.8615], [0.8928, 0.8647, -1.4450], [0.2067, -0.0786, 0.1910], [-0.0642, 0.0628, -0.0473], [0.1669, -0.2528, -0.0730], [-0.1966, 0.3076, 0.0544], [0.0296, -0.4373, 0.1063], [0.2142, -0.2109, -0.4443], [-0.5405, -0.3481, -1.1007], [0.0576, 0.0462, -0.1370], [-0.1689, 0.3653, -0.0078], [-0.0322, -0.2287, 0.3389], [-0.8670, -0.4109, 0.2268], [-0.1068, 0.0298, -0.1494], [0.0133, 0.5400, 0.0321], [-0.0637, -0.0309, 0.3387], [0.0414, 0.1646, 0.2569], [0.2385, 0.2414, -0.1185], [0.1138, -0.2345, 0.0382], [-0.1151, 0.3712, 0.3811], [-0.0422, 0.0331, 0.0702], [0.0185, -0.1404, 0.3909], [-0.1831, -0.0496, -0.1450], [-0.1239, -0.2846, 0.0502], [0.3332, -0.0440, 0.1784], [0.0367, 0.0828, -0.3351], [-0.1257, 0.5063, 0.8516], [-0.1945, -0.2354, -0.0247], [-0.0648, -0.2017, -0.2019], [-0.0944, 0.1818, -0.0235], [-0.0300, 0.0929, -0.1880], [0.1478, -0.2118, 0.0268], [-0.0402, 0.1397, 0.1291], [-0.1534, 0.2410, 0.3866], [-0.1351, -0.5176, 0.3681], [-0.1116, 0.3640, 0.1406], [0.4497, 0.2136, 0.1547], [-0.1675, -0.2004, 0.1112], [0.1878, -0.1038, 0.0146], [0.0644, 0.2491, 0.0916], [-0.3644, -0.0203, 0.4175], [-0.0152, 0.2975, -0.1207], [-0.2125, 0.0183, -0.1950], [0.0994, 0.1058, 0.1764], [-0.1666, -0.1765, -0.0855], [-0.0211, -0.0569, 0.2480], [0.1947, -0.0824, -0.0277], [-0.4727, 0.1243, 0.6081], [0.0549, 0.0883, 0.6308], [0.2528, 0.2872, 0.0295], [-0.0010, -0.3217, -0.1765], [0.5148, 0.2021, 0.6729], [-0.1145, -0.3605, -0.4106], [-0.1537, 0.0806, -0.6015], [-0.0838, -0.4789, -0.1405], [-0.1043, -1.1514, -0.6020], [-0.0936, 1.7488, 0.4037], [-0.0299, -0.6815, -0.1235], [-0.1174, 0.1325, -0.0860], [0.0852, 0.4928, 0.3366], [0.4090, 0.0957, 0.4891], [-0.3626, -0.2255, -0.4935], [0.5321, 0.2116, 0.5325], [-0.4063, 0.1672, -0.1379], [0.0323, 0.0648, 0.2766], [-0.3334, 0.1402, -0.1394], [0.5363, -0.2151, -0.4061], [0.0012, -0.3186, -0.0586], [0.2198, 0.1663, 0.0818], [-0.0953, 0.1098, -0.3434], [-0.1564, 0.0860, 0.2176], [0.0169, -0.0402, -0.1312], [-0.2536, 0.1963, 0.2414], [0.2259, 0.2022, -0.1214], [0.1227, -0.1913, 0.1731], [-0.0351, 0.2087, 0.3694], [-0.5325, 0.2638, 0.0797], [-0.2113, -0.0605, -0.2540], [0.1596, -0.1657, -0.2739], [0.3063, -0.1882, 0.0482]], "lowdin_spin": [-0.03, 0.00, -0.03, 0.00, -0.03, 0.01, -0.11, 2.16, 0.61, -0.06, 0.00, -0.01, 0.00, -0.03, 0.01, 0.00, -0.01, 0.01, 0.00, 0.00, 0.00, 0.00, 0.00, 0.00, 0.01, 0.00, 0.00, 0.04, 0.08, 0.01, 0.00, 0.02, 0.00, 0.00, 0.00, 0.11, 0.02, 0.01, 0.01, 0.00, 0.00, 0.00, 0.09, 0.01, 0.00, 0.02, 0.00, 0.01, 0.00, 0.02, 0.00, 0.00, 0.00, 0.00, 0.00, 0.00, 0.00, 0.00, 0.00, 0.00, 0.00, 0.00, 0.00, 0.03, 0.01, 0.00, 0.00, 0.01, 0.00, 0.00, 0.00, 0.00, 0.00, 0.00, 0.00, 0.00, 0.00, 0.00, 0.00, 0.00, 0.00, 0.00, 0.00, 0.00, 0.00, 0.00, 0.00, 0.00, 0.00, 0.00, 0.00, 0.00, 0.00, 0.00, 0.00, 0.00]}

=====

# 2
{"formula": "C5H9ClOS", "method": "ωB97M-V with the def2-TZVPD basis set", "energy_ha": -1129.4825, "multiplicity": 1, "charge": 0, "e_above_lowest_kcal_mol": 15.04, "smiles": "CCC[C@](S)(Cl)C=O", "orbital_gap_ev": 10.07, "symbols": ["C", "C", "C", "C", "S", "Cl", "C", "O", "H", "H", "H", "H", "H", "H", "H", "H", "H"], "xyz": [[-2.30164, 0.14359, 0.31105], [-1.04454, 0.58108, -0.36297], [0.15169, 0.30503, 0.60213], [1.52927, 0.26442, -0.04922], [2.88589, -0.28816, 1.00985], [1.99537, 1.87340, -0.78578], [1.61047, -0.92908, -1.23181], [0.83854, -1.82832, -1.19824], [-2.26079, 0.36678, 1.36631], [-2.37721, -0.84363, 0.22016], [-3.30281, 0.56002, 0.01247], [-1.02195, 0.01234, -1.26622], [-1.22864, 1.62664, -0.56348], [-0.04320, -0.73683, 1.08025], [-0.01450, 1.15208, 1.41267], [2.26443, -1.40244, 1.45642], [2.31962, -0.85690, -2.01358]], "forces_ev_per_angstrom": [[-1.5750, 3.1255, 1.1685], [-0.1181, 0.3530, 0.4444], [-1.5137, 0.3231, 1.0111], [-0.0249, -1.1087, -1.8523], [0.2913, 0.1982, 0.5058], [-0.1853, -0.9986, 0.4114], [-1.7531, 2.0721, 2.1765], [-0.4294, -0.7788, 0.2046], [0.0590, 0.0847, 0.5822], [-0.4954, -4.3040, -0.1588], [1.2111, -0.0252, -0.3658], [0.6147, -0.0766, -0.8600], [0.9119, 0.4564, -0.3770], [0.4483, 1.7791, -0.6535], [1.1101, -1.9172, -1.3055], [0.0130, 0.2383, -0.1728], [1.4354, 0.5789, -0.7588]], "mulliken_charge": [-1.53, -0.16, -0.65, 0.35, -0.21, -0.19, -0.14, -0.43, 0.36, 0.44, 0.34, 0.30, 0.32, 0.27, 0.30, 0.16, 0.48]}

=====

| no. | F_max (eV/Å) |
| --- | --- |
| 1 | 3.6 |
| 2 | 4.3 |